Record 1
# C5H10N2O2

C5H10N2O2 as an isolated structure at a distorted geometry (wB97M-V/def2-TZVPD, OMol25).

XYZ file:
```
19
Properties=species:S:1:pos:R:3:forces:R:3
C -0.623256 -1.627936 -1.190909 -0.6 4.5 1.1
C 0.835796 -1.913991 -0.972975 -0.4 -0.2 0.4
N -0.008273 0.961875 0.864642 0.3 -0.2 0.1
C 0.348569 1.980086 1.732517 -0.1 0.0 0.1
N 0.522499 1.562168 3.033488 0.0 0.0 0.0
C -0.296565 1.194797 -0.477805 -0.6 0.0 0.1
C -0.746747 0.268687 -1.318168 1.7 -1.0 -1.6
O -1.053701 -2.164592 -2.376885 -0.6 0.2 -0.1
O 0.455233 3.139476 1.391905 0.0 -0.2 0.0
H -2.011686 -2.073386 -2.440178 0.1 -0.2 0.0
H -0.197977 0.042906 1.233677 0.1 0.1 0.1
H -1.321352 -0.971814 -0.518690 0.2 -3.3 0.1
H 0.922218 2.251431 3.649020 0.0 0.0 -0.1
H 0.738356 0.602046 3.241984 0.0 0.0 -0.1
H -0.199453 2.240506 -0.745454 -0.1 0.0 0.0
H -0.971289 0.520668 -2.345563 -0.1 0.2 -0.1
H 1.228848 -1.376141 -0.113153 0.0 0.0 0.0
H 0.950752 -2.985223 -0.795537 0.1 0.0 0.0
H 1.428028 -1.651564 -1.851916 -0.1 0.1 0.0
```
Forces are in eV/Å.

## Properties
- E_HOMO (Ha) = -0.294
- E_LUMO (Eh) = 0.0215
- orbital gap (eV) = 8.6
- E (eV) = -12419.625
- energy relative to the best compared isomer or geometry (same formula, charge and spin) (kcal per mole) = 88.7


Record 2
# C13H52F2N27O17S2

A 14-piece molecular cluster, C13H52F2N27O17S2 overall at a distorted geometry (wB97M-V/def2-TZVPD, OMol25).

XYZ file:
```
113
Properties=species:S:1:pos:R:3:forces:R:3
N -12.874330 -29.343970 13.585320 -3.5 0.3 -4.8
S -11.649430 -30.068640 13.963620 9.1 -4.7 6.2
O -10.380490 -29.351580 13.843230 -1.3 -0.7 -0.8
O -11.562750 -31.544570 13.785520 -0.6 2.9 -0.5
F -11.742470 -29.999740 15.531580 -1.2 0.2 1.2
S -12.586670 -29.795450 11.921990 -3.1 1.8 -4.2
O -12.927200 -31.110850 11.403060 1.6 1.1 1.6
O -11.513160 -28.962400 11.399810 -1.3 -1.8 0.5
F -13.899380 -29.096400 11.273380 0.2 0.9 1.0
C -18.136400 -31.785450 16.125710 1.7 -0.7 2.2
O -17.535190 -32.081120 17.154710 1.6 0.9 0.0
N -19.324990 -32.275080 16.039330 -5.7 -2.5 -0.2
N -17.749030 -31.082860 15.086610 1.8 2.1 -2.2
H -20.105840 -32.059770 15.436000 0.7 0.4 -0.3
H -19.601690 -32.847800 16.823890 0.2 0.2 -0.1
H -18.180730 -31.185640 14.179320 -0.1 0.0 0.4
H -16.834500 -30.654780 15.064520 -0.1 -0.3 0.2
C -16.770060 -23.275940 8.032030 -2.2 1.5 3.3
O -17.665060 -23.080980 8.846990 -0.5 -0.5 -0.2
N -15.950520 -22.315590 7.672410 2.0 2.2 -1.4
N -16.397560 -24.410700 7.522780 0.5 -3.6 -1.6
H -16.071080 -21.373160 8.015030 0.0 -0.4 -0.4
H -15.398590 -22.583600 6.870140 0.3 1.3 0.1
H -16.885420 -25.267700 7.741040 0.3 0.3 -0.1
H -15.504420 -24.399780 7.051330 -0.3 -0.9 0.1
C -11.064810 -24.182600 17.335080 -1.4 -1.7 2.0
O -11.371240 -24.814390 18.387550 0.9 1.2 -2.5
N -10.897510 -22.865140 17.293340 0.3 1.4 1.2
N -10.952510 -24.673030 16.092360 0.0 -1.9 -1.0
H -10.741770 -22.427360 16.396570 0.0 0.5 0.9
H -10.999330 -22.447970 18.207500 0.2 0.7 -0.6
H -10.811620 -24.059300 15.302690 -0.1 -0.4 0.2
H -11.232820 -25.628460 15.923000 0.2 0.2 -0.1
C -12.363610 -38.244990 14.489700 0.0 -1.8 -1.0
O -11.882750 -38.122540 13.393770 0.8 -0.8 -2.0
N -12.785790 -39.408470 15.048810 0.1 -1.6 -0.8
N -12.596040 -37.240620 15.235170 -1.0 4.4 3.7
H -12.588830 -40.175860 14.422380 -0.2 -0.3 0.7
H -13.011810 -39.512090 16.027730 0.2 -0.2 -0.5
H -13.015410 -37.398430 16.140340 0.1 0.6 -0.2
H -12.354720 -36.305100 14.940760 0.0 -0.3 0.1
C -4.245030 -33.442160 12.330110 -1.2 0.5 2.7
O -3.857200 -33.572910 13.465640 1.3 -0.7 1.5
N -3.627590 -33.782530 11.248800 2.7 -1.6 -3.9
N -5.433660 -32.915450 12.115890 -2.3 1.3 -0.4
H -2.975600 -34.552760 11.290640 0.0 0.4 0.0
H -4.096850 -33.625050 10.368400 0.3 -0.3 0.1
H -5.851160 -32.532650 12.952120 -0.3 0.2 -0.6
H -5.701210 -32.662760 11.175330 -0.5 0.2 0.6
C -15.271480 -27.662820 21.621890 -4.3 -2.0 2.4
O -16.101900 -28.332810 22.337950 2.4 2.5 -1.1
N -14.742640 -28.211700 20.575440 2.4 -2.0 -3.6
N -15.005690 -26.341650 21.679340 -0.3 -0.3 1.3
H -14.886500 -29.167640 20.282910 -0.2 0.2 0.6
H -14.181390 -27.668440 19.935150 0.0 -0.2 0.1
H -14.421090 -26.011260 20.924900 -0.6 1.0 0.6
H -15.721140 -25.894470 22.234560 0.6 0.9 -0.4
C -14.998950 -37.019730 8.881310 1.3 -0.3 -0.4
O -15.835950 -36.683220 8.121050 -3.3 2.0 -1.7
N -14.315850 -38.123460 8.654730 1.8 -2.8 0.2
N -14.473780 -36.381120 9.921410 -0.1 1.9 1.9
H -13.694300 -38.302710 9.430390 0.1 -1.4 -0.8
H -14.692290 -38.818230 8.025690 0.3 0.1 0.4
H -13.708420 -36.819520 10.413480 -0.2 0.8 0.1
H -14.674630 -35.396410 10.022010 0.2 -0.3 0.3
C -16.194630 -24.954480 14.593360 -2.7 1.8 2.2
O -17.025030 -24.092960 14.599520 -2.2 1.7 1.1
N -15.394880 -25.128900 13.662780 5.0 -0.6 -7.6
N -15.836610 -25.840220 15.484740 -0.9 -2.4 5.0
H -14.896020 -25.997140 13.794640 0.8 0.8 -2.0
H -15.538930 -24.625220 12.799270 0.3 -0.5 -0.1
H -15.355790 -26.636990 15.092230 -0.4 -0.3 1.5
H -16.339100 -25.848530 16.360830 0.2 -0.6 -0.2
C -3.482430 -27.211750 15.811520 -5.2 0.6 3.7
O -4.041760 -27.187630 16.915660 0.5 0.0 -0.4
N -2.236250 -27.204000 15.624730 7.9 -0.1 0.6
N -4.109340 -27.194840 14.669340 -2.1 -0.2 -3.6
H -1.647900 -27.175740 16.445180 -0.1 -0.1 -0.1
H -1.762100 -26.981320 14.761190 -0.4 0.0 0.2
H -5.096530 -27.006890 14.568200 0.3 -0.4 0.1
H -3.536660 -27.549490 13.916770 -1.0 0.2 -0.4
C -6.738340 -32.888980 18.375150 -3.6 2.3 0.7
O -7.819720 -32.877660 18.980730 1.0 0.5 0.4
N -6.195300 -31.874050 17.701550 0.2 0.7 -0.4
N -6.056770 -33.974460 18.242300 1.5 -4.3 0.5
H -5.562360 -32.286180 17.031000 0.4 1.9 -0.2
H -6.374200 -30.928270 18.007500 0.2 -0.1 -0.9
H -5.223380 -34.084990 17.682540 -0.2 -0.1 0.6
H -6.384360 -34.635430 18.932160 0.5 -0.7 -0.7
C -8.752210 -28.501840 22.766020 -0.7 3.3 -3.0
O -8.716060 -27.402260 23.256480 -0.9 2.0 1.0
N -9.146860 -28.693180 21.469740 -0.3 -0.1 -0.5
N -8.283560 -29.506160 23.384350 1.9 -5.1 2.8
H -9.842400 -28.029420 21.160300 0.3 -0.2 -0.3
H -9.093070 -29.614100 21.058520 -0.4 0.3 0.0
H -8.234450 -29.419430 24.389420 0.4 -0.2 -0.3
H -8.172110 -30.405180 22.937760 -0.2 0.1 0.4
C -11.105460 -24.271230 4.949640 -2.4 -1.8 1.7
O -12.189890 -24.751800 4.941650 -3.8 -1.0 -1.1
N -10.344590 -24.312790 5.955090 4.4 -1.4 7.7
N -10.462670 -23.616910 4.098660 1.9 4.1 -8.4
H -9.368040 -24.125220 5.778280 -0.3 -0.3 1.1
H -10.605590 -24.800570 6.800100 0.1 0.0 -0.3
H -9.486920 -23.394020 4.234080 -0.6 0.2 -0.6
H -10.894990 -23.532880 3.189740 0.5 0.2 -0.1
C -13.789370 -34.336510 21.478810 2.0 -0.2 2.7
O -13.012770 -34.806200 22.346970 -1.2 0.4 -1.6
N -15.080950 -34.124390 21.714260 -1.4 -0.6 1.2
N -13.424400 -33.815410 20.321760 1.0 -0.2 -1.2
H -15.703280 -33.866250 20.961810 -0.3 -0.2 0.7
H -15.325370 -34.494670 22.621590 -0.9 0.2 -0.4
H -14.189580 -33.447220 19.774920 1.2 0.3 -0.6
H -12.424450 -33.791020 20.181740 -0.4 0.3 -0.8
```
Forces are in eV/Å.

## Properties
- E_HOMO (Ha) = -0.261
- total charge = -1
- E_LUMO (Eh) = 0.0545
- orbital gap (eV) = 8.6
- E (eV) = -116474.323
- energy relative to the best compared isomer or geometry (same formula, charge and spin) (kcal per mole) = 282.9


Record 3
# C3HO4

A 2-piece molecular cluster, C3HO4 overall at a distorted geometry (wB97M-V/def2-TZVPD, OMol25).

XYZ file:
```
8
Properties=species:S:1:pos:R:3:forces:R:3
C 0.904015 -1.394660 3.199375 1.0 0.2 -0.2
C -1.427575 -0.671358 -0.242313 0.1 0.4 1.5
C 0.687622 -0.117732 2.225244 0.1 2.5 0.8
O -0.194523 -1.576719 3.671463 -1.4 -0.6 0.7
O 2.029063 -1.852697 3.322154 0.0 0.1 -0.3
O -0.278774 -0.653289 0.129512 -0.4 -0.2 -0.8
O 0.649898 1.022474 2.578165 0.1 -2.1 -1.0
H -2.191788 -0.362218 0.612690 0.5 -0.3 -0.8
```
Forces are in eV/Å.

## Properties
- E_HOMO (alpha / beta) (Ha) = -0.087 / -0.157
- total charge = -1
- E_LUMO (alpha / beta) (Eh) = 0.1145 / 0.1520
- orbital gap (alpha / beta) (eV) = 5.5 / 8.4
- E (eV) = -11314.796
- energy relative to the best compared isomer or geometry (same formula, charge and spin) (kcal per mole) = 76.4


Record 4
# C5H10NO2

An isolated ion of composition C5H10NO2 and charge -1 at a distorted geometry (wB97M-V/def2-TZVPD, OMol25).

XYZ file:
```
18
Properties=species:S:1:pos:R:3:forces:R:3
C 1.488100 -1.364235 -1.518210 -0.8 -1.8 -0.2
C 0.923127 0.034254 -1.471809 2.1 1.1 0.9
C 0.798997 0.493150 -0.009609 -1.8 0.4 0.1
C -0.464301 -0.122275 0.660548 0.0 -0.9 -0.2
N -1.507704 0.824252 0.916360 0.8 -0.5 0.6
C -2.191595 0.909875 2.172917 -1.5 0.7 -0.1
O -1.854714 0.166009 3.114357 0.7 -0.3 -0.4
O -3.144882 1.736881 2.159351 0.4 0.0 -0.1
H 1.808917 -1.739635 -2.491276 0.1 0.4 -0.3
H 0.744234 -2.124487 -1.232322 -0.1 0.3 0.1
H 2.298797 -1.573064 -0.818782 0.2 0.6 0.0
H -0.009021 0.225960 -1.988501 -0.3 -0.5 -0.1
H 1.676920 0.695620 -1.940651 -0.3 -0.1 -0.1
H 1.682156 0.339212 0.610203 0.2 -0.2 -0.3
H 0.530645 1.554100 0.045759 0.6 0.1 -0.2
H -0.867208 -0.929969 -0.002568 0.4 0.2 0.2
H -0.210044 -0.615678 1.602386 -0.2 0.2 0.0
H -1.702421 1.490029 0.191845 -0.4 0.1 0.2
```
Forces are in eV/Å.

## Properties
- E_HOMO (Ha) = -0.135
- total charge = -1
- E_LUMO (Eh) = 0.1270
- orbital gap (eV) = 7.1
- E (eV) = -10933.762
- energy relative to the best compared isomer or geometry (same formula, charge and spin) (kcal per mole) = 11.6
- SMILES string = CCCCNC(=O)[O-]


> energy relative to the best compared isomer or geometry (same formula, charge and spin) of number 1 (C5H10N2O2)?

88.7 kcal per mole


> Which of these has the highest E?

C5H10NO2


> The lowest E belongs to which entry?

C13H52F2N27O17S2